72
Properties=species:S:1:pos:R:3:forces:R:3:lowdin_charge:R:1 method="wB97M-V/def2-TZVPD" charge=0 lumo_ha=-0.065
N 3.928793 -0.462989 1.565678 -1.99 -0.26 1.54 0.09
B 2.501052 0.134424 1.600334 1.35 0.76 -1.38 -0.37
O 2.081485 0.983822 0.464121 0.94 -0.07 3.20 0.03
C 1.596801 -0.246239 2.920202 -4.31 -1.34 1.17 0.09
C 0.247543 -0.873668 2.908056 3.64 1.91 1.97 -0.03
C -0.755327 -1.329942 1.694045 0.78 0.62 0.68 -0.14
P -2.534954 -0.751951 2.237527 -4.38 -2.84 2.37 0.79
O -3.309360 -1.916462 3.033985 3.09 4.54 -2.96 -0.40
O -3.541218 -0.324645 0.838005 0.81 0.31 3.72 -0.26
O -2.462419 0.739012 3.200752 0.23 -3.04 -1.15 -0.23
C -0.063785 -1.001562 4.514054 -4.97 -2.59 4.10 -0.21
O -1.094782 -1.518134 5.192084 6.49 3.39 -5.01 0.02
O 0.969086 -0.444554 5.421630 1.59 0.26 -5.16 0.04
C 2.067837 -0.028795 4.498515 4.54 1.26 0.85 -0.15
O 3.290817 0.417300 4.886025 -8.57 -3.02 -2.34 -0.02
H 3.751609 -1.510926 1.627213 0.44 1.43 -0.08 0.07
H 4.309400 -0.237317 2.533647 -0.40 -0.48 -1.27 0.07
H 2.408850 1.935204 0.571507 -0.57 -2.03 -0.28 0.13
H -0.525179 -0.848570 0.652678 -0.07 -0.77 2.20 0.09
H -0.691108 -2.506888 1.565776 -0.49 2.54 0.46 0.12
H -4.435341 -0.108181 1.283327 1.90 -0.58 -0.81 0.10
H -2.475063 0.467855 4.165848 -0.07 0.02 -1.51 0.07
C 5.242140 2.980165 6.516179 0.08 -0.03 0.08 -0.28
S 4.147620 4.180793 5.719942 0.34 0.30 -0.07 0.80
O 5.001088 5.310312 5.224607 -0.37 -0.52 0.35 -0.57
C 3.342015 4.734618 7.242217 -0.01 0.08 0.10 -0.27
H 5.876824 2.527661 5.750921 -0.17 0.12 0.02 0.05
H 5.869466 3.480843 7.257369 -0.08 0.08 -0.10 0.06
H 4.643563 2.201843 6.995180 -0.02 0.06 -0.13 0.05
H 4.087152 5.126398 7.938270 0.01 -0.03 -0.12 0.06
H 2.806264 3.898187 7.697322 0.05 0.02 -0.10 0.05
H 2.630454 5.524884 6.991068 0.14 -0.13 -0.08 0.05
C -2.874413 -1.796816 -3.245050 0.07 0.10 -0.01 -0.26
S -2.335063 -2.344265 -1.607102 0.06 0.09 -0.13 0.84
O -1.619788 -1.195542 -0.960267 -0.07 -0.39 -0.68 -0.58
C -1.078557 -3.501328 -2.203294 0.14 0.00 0.02 -0.26
H -3.643861 -1.031669 -3.119744 0.11 -0.15 0.07 0.03
H -2.029822 -1.374527 -3.794521 -0.04 -0.02 0.10 0.06
H -3.293433 -2.643664 -3.793496 0.03 0.02 0.13 0.06
H -0.345479 -2.973335 -2.817322 -0.10 0.05 0.07 0.06
H -1.556980 -4.291870 -2.786321 -0.06 0.11 0.06 0.05
H -0.576017 -3.943780 -1.339810 -0.09 0.15 -0.01 0.03
C -2.406398 3.443312 -2.633723 -0.02 0.11 0.01 -0.26
S -3.196805 1.894620 -3.134009 -0.22 0.15 -0.08 0.79
O -4.017995 2.181297 -4.355909 0.26 0.01 0.46 -0.56
C -4.329689 1.802084 -1.726509 -0.04 0.09 0.06 -0.26
H -1.674637 3.721810 -3.395410 -0.11 -0.13 0.05 0.04
H -3.155699 4.233444 -2.545303 -0.01 -0.12 -0.05 0.06
H -1.896365 3.300950 -1.678150 -0.04 -0.08 -0.09 0.06
H -4.959584 2.693943 -1.694392 0.07 -0.03 -0.14 0.06
H -3.756017 1.714060 -0.800810 0.03 -0.10 -0.14 0.04
H -4.960225 0.917683 -1.845568 0.15 0.08 -0.06 0.05
C 1.731149 -6.291507 0.987163 -0.11 -0.01 -0.04 -0.26
S 2.420902 -4.652697 1.321856 -0.06 -0.06 -0.16 0.82
O 1.461595 -3.638702 0.773112 0.22 -0.26 0.05 -0.57
C 3.795864 -4.788708 0.153940 -0.01 0.07 -0.10 -0.26
H 0.827485 -6.417422 1.587778 0.14 0.12 -0.02 0.05
H 1.477569 -6.380800 -0.071754 0.06 0.10 0.06 0.06
H 2.458777 -7.057640 1.264861 -0.02 0.12 0.02 0.06
H 3.414214 -4.971216 -0.853157 -0.06 0.03 0.11 0.06
H 4.455267 -5.604669 0.459160 -0.10 0.07 0.06 0.06
H 4.354931 -3.849960 0.164581 -0.13 -0.09 0.06 0.05
C -2.002598 2.892776 -6.923761 0.17 0.10 0.00 -0.27
S -2.418752 1.302537 -7.679692 0.29 -0.14 0.12 0.81
O -1.198967 0.433210 -7.602410 -0.43 0.46 -0.09 -0.57
C -2.534922 1.927663 -9.373435 0.10 0.04 -0.12 -0.28
H -1.844688 2.738244 -5.854001 -0.16 -0.12 -0.22 0.02
H -1.088825 3.291083 -7.370918 -0.04 -0.13 -0.07 0.06
H -2.828077 3.593444 -7.069257 0.00 -0.14 0.06 0.06
H -1.588227 2.385790 -9.668560 -0.03 -0.06 0.09 0.05
H -3.342834 2.660386 -9.437945 0.04 -0.08 0.08 0.05
H -2.754356 1.089287 -10.038935 0.03 0.05 0.20 0.05


43
Properties=species:S:1:pos:R:3:forces:R:3:lowdin_charge:R:1 method="wB97M-V/def2-TZVPD" charge=0 smiles="CCCn1c(C)cc(C(=O)COC(=O)c2ccc[nH]c2=O)c1C" lumo_ha=0.009
C -3.063088 1.790911 2.618615 0.16 0.05 0.16 -0.10
C -1.788197 1.665159 3.442531 -0.04 -0.18 -0.21 -0.22
C -0.845796 0.574342 2.916097 -0.20 0.16 0.58 -0.13
N -0.358711 0.846464 1.589042 0.02 -0.10 -0.29 0.00
C 0.649625 1.741323 1.294288 0.43 0.40 -0.24 -0.25
C 1.382926 2.514728 2.331126 -0.16 -0.06 0.04 -0.02
C 0.849775 1.731733 -0.050512 -0.15 -0.06 0.19 0.03
C -0.060480 0.790212 -0.614451 -0.39 0.06 0.80 -0.12
C -0.140613 0.376686 -1.983659 -0.05 0.02 -0.44 -0.35
O -0.996126 -0.355412 -2.462638 0.03 0.18 -0.10 0.06
C 0.959161 0.931389 -2.905981 -0.46 -0.12 -0.36 -0.08
O 2.278776 0.821265 -2.393864 0.28 0.40 -0.07 0.02
C 2.739369 -0.345103 -1.917196 0.34 -0.46 0.27 -0.44
O 3.836524 -0.401934 -1.437532 -0.24 0.05 -0.07 0.16
C 1.853159 -1.546405 -2.076070 0.20 -0.07 -0.23 -0.06
C 1.685832 -2.117786 -3.301365 0.03 0.09 0.43 0.00
C 0.879487 -3.263259 -3.470959 -0.15 -0.18 0.05 -0.06
C 0.270206 -3.786744 -2.377079 0.09 0.00 -0.52 -0.08
N 0.460903 -3.238687 -1.160226 -0.12 -0.11 0.20 0.15
C 1.246749 -2.120831 -0.889604 -0.01 -0.15 -0.01 -0.41
O 1.343630 -1.726507 0.255895 0.16 0.08 0.27 0.08
C -0.795755 0.265399 0.452308 -0.03 -0.04 -0.73 -0.21
C -1.832117 -0.796822 0.412272 0.03 -0.04 0.05 0.00
H -3.682296 2.596725 3.005511 -0.10 0.05 -0.02 0.07
H -2.827216 2.011816 1.579972 -0.04 0.01 -0.13 0.07
H -3.641084 0.870083 2.660083 -0.10 -0.09 -0.04 0.07
H -1.269260 2.623970 3.444681 0.06 0.00 0.09 0.09
H -2.041461 1.421878 4.476189 0.07 0.03 0.05 0.11
H -1.370009 -0.382600 2.903355 0.11 0.02 0.00 0.12
H 0.011791 0.483540 3.588952 -0.07 -0.10 -0.10 0.12
H 1.777193 1.855004 3.103355 0.09 0.02 0.10 0.08
H 2.217878 3.026078 1.860729 0.05 0.02 0.01 0.09
H 0.749373 3.261818 2.809744 0.04 0.06 0.08 0.07
H 1.570352 2.320046 -0.580613 0.22 0.12 -0.02 0.12
H 0.799505 2.005395 -3.040664 0.01 -0.12 0.01 0.14
H 0.874036 0.437028 -3.880135 -0.04 0.09 0.19 0.13
H 2.176436 -1.691058 -4.165475 0.03 0.09 -0.05 0.13
H 0.741160 -3.697440 -4.445466 -0.07 -0.10 -0.05 0.10
H -0.377238 -4.649561 -2.426302 -0.02 -0.02 0.05 0.13
H 0.007100 -3.640677 -0.348860 0.11 0.11 -0.10 0.16
H -2.789766 -0.436350 0.784802 -0.10 -0.02 0.04 0.07
H -1.522564 -1.649870 1.017266 -0.02 -0.09 0.08 0.08
H -1.959170 -1.115945 -0.618162 -0.03 0.00 0.04 0.07